The following is a DFT calculation (ωB97M-V/def2-TZVPD) of a molecular structure, C27H27N2O4PPtSSe2.

Its net charge is 0. As for the relative energy (zero: lowest compared OMol25 entry of this formula, charge and spin): 0.0 kcal per mole. For the HOMO-LUMO gap (alpha / beta), the calculation gives 7.30 / 7.15 eV. Its spin multiplicity is 3. The molar mass is 859.6 Da.

Atoms and positions in Å:
Pt: 0.770 -1.428 0.166
Se: -0.342 -3.160 -1.482
P: -1.394 -1.343 -2.028
Se: -0.051 0.300 -1.595
C: -1.889 -1.347 -3.769
C: -1.951 -0.158 -4.487
C: -2.389 -0.166 -5.803
C: -2.765 -1.358 -6.405
C: -2.695 -2.549 -5.693
C: -2.255 -2.545 -4.378
C: -2.925 -1.198 -1.073
C: -3.880 -2.209 -1.179
C: -5.049 -2.133 -0.445
C: -5.264 -1.056 0.410
C: -4.306 -0.062 0.531
C: -3.136 -0.130 -0.211
H: -1.650 0.772 -4.020
H: -2.435 0.762 -6.359
H: -3.106 -1.363 -7.432
H: -2.975 -3.482 -6.163
H: -2.174 -3.478 -3.833
H: -3.705 -3.063 -1.822
H: -5.790 -2.918 -0.529
H: -6.176 -1.003 0.992
H: -4.453 0.762 1.216
H: -2.372 0.627 -0.089
C: 4.491 3.301 1.033
C: 3.116 3.110 1.611
C: 2.769 3.698 2.829
C: 1.498 3.553 3.353
C: 0.561 2.804 2.652
C: 0.880 2.207 1.445
C: 2.158 2.365 0.932
S: -1.068 2.613 3.290
O: -1.615 3.875 3.699
O: -1.791 1.812 2.340
N: -0.775 1.805 4.691
C: -0.141 0.479 4.685
C: -0.839 -0.635 3.895
C: -0.153 -0.916 2.579
O: -0.863 -1.231 1.575
O: 1.103 -0.854 2.502
H: 5.233 3.452 1.817
H: 4.516 4.177 0.382
H: 4.791 2.439 0.436
H: 3.508 4.276 3.371
H: 1.228 4.011 4.296
H: 0.136 1.620 0.923
H: 2.413 1.895 -0.012
H: -1.571 1.916 5.307
H: -0.044 0.208 5.735
H: 0.872 0.598 4.301
H: -1.886 -0.408 3.704
H: -0.804 -1.566 4.465
C: 5.359 -1.638 -1.512
C: 5.080 -1.310 -0.194
C: 3.763 -1.287 0.222
N: 2.752 -1.575 -0.607
C: 3.015 -1.886 -1.879
C: 4.310 -1.928 -2.367
H: 6.381 -1.664 -1.867
H: 5.866 -1.074 0.510
H: 3.479 -1.035 1.237
H: 2.153 -2.102 -2.495
H: 4.478 -2.183 -3.404



The following is a DFT calculation (ωB97M-V/def2-TZVPD) of 5 unconnected molecules or ions with the total composition C27H27N6O13S2.

Its net charge is -1. As for the relative energy (zero: lowest compared OMol25 entry of this formula, charge and spin): 130.6 kcal per mole. For the HOMO-LUMO gap, the calculation gives 6.79 eV. The molar mass is 707.7 Da.

Atoms and positions in Å:
C: 4.246 -0.457 0.297
C: 3.530 -0.157 -1.179
O: 3.996 0.880 -1.880
N: 2.428 -1.108 -1.592
C: 1.367 -0.448 -2.445
S: 3.035 -2.588 -2.295
O: 4.467 -2.984 -1.783
O: 3.126 -2.513 -3.848
N: 1.872 -3.873 -1.883
S: 2.340 -4.622 -0.347
O: 0.998 -5.047 0.361
O: 3.121 -5.973 -0.557
H: 3.577 0.098 1.093
H: 4.154 -1.620 0.545
H: 5.367 -0.122 0.314
H: 1.206 0.663 -2.042
H: 0.355 -1.036 -2.295
H: 1.641 -0.362 -3.579
H: 3.014 -3.730 0.520
C: -2.494 1.799 -6.991
C: -3.168 1.988 -5.783
C: -2.449 2.151 -4.598
C: -1.047 2.128 -4.635
C: -0.368 1.932 -5.845
C: -1.099 1.767 -7.023
N: -0.285 2.325 -3.396
O: -0.922 2.477 -2.343
O: 0.952 2.332 -3.475
H: -3.060 1.678 -7.913
H: -4.256 2.010 -5.766
H: -2.989 2.297 -3.665
H: 0.719 1.907 -5.887
H: -0.581 1.617 -7.968
C: 0.311 -4.543 3.402
C: -0.773 -4.057 2.669
C: -1.587 -3.057 3.204
C: -1.303 -2.545 4.477
C: -0.220 -3.036 5.218
C: 0.586 -4.039 4.674
N: -2.140 -1.475 5.034
O: -3.100 -1.081 4.356
O: -1.836 -1.026 6.149
H: 0.946 -5.319 2.979
H: -0.981 -4.456 1.679
H: -2.428 -2.689 2.620
H: 0.009 -2.651 6.210
H: 1.431 -4.425 5.241
C: -5.564 -1.526 6.804
C: -6.611 -1.269 7.691
C: -7.922 -1.180 7.220
C: -8.175 -1.355 5.852
C: -7.125 -1.605 4.958
C: -5.818 -1.689 5.441
N: -9.554 -1.288 5.354
O: -10.453 -1.046 6.173
O: -9.741 -1.481 4.144
H: -4.544 -1.600 7.178
H: -6.405 -1.141 8.752
H: -8.726 -0.979 7.924
H: -7.307 -1.738 3.894
H: -4.996 -1.886 4.756
C: 4.176 6.039 -3.452
C: 4.171 4.781 -2.847
C: 5.358 4.054 -2.736
C: 6.549 4.600 -3.233
C: 6.556 5.859 -3.847
C: 5.362 6.576 -3.955
N: 7.804 3.851 -3.096
O: 7.754 2.732 -2.564
O: 8.842 4.382 -3.517
H: 3.249 6.605 -3.532
H: 3.242 4.369 -2.459
H: 5.337 3.075 -2.262
H: 7.472 6.293 -4.241
H: 5.357 7.556 -4.428



The following is a DFT calculation (ωB97M-V/def2-TZVPD) of 5 unconnected molecules or ions with the total composition C27H28BN5O13PS.

Its net charge is -1. For the HOMO-LUMO gap, the calculation gives 5.35 eV. The molar mass is 704.4 Da.

Atoms and positions in Å:
C: 0.648 -3.424 0.416
B: -0.053 -1.972 0.241
O: 0.843 -0.825 -0.003
N: -1.515 -1.679 0.255
C: -2.323 -2.722 0.959
C: -2.190 -2.486 2.563
O: -2.464 -3.485 3.299
O: -1.784 -1.253 3.084
P: -4.166 -2.510 0.438
O: -4.568 -3.882 -0.551
O: -4.419 -1.133 -0.529
S: -5.354 -2.573 1.990
H: 0.399 -4.134 -0.464
H: 1.790 -3.367 0.584
H: 0.181 -3.907 1.365
H: 0.833 -0.636 -0.977
H: -1.890 -1.440 -0.675
H: -2.063 -3.804 0.687
H: -3.882 -4.570 -0.339
H: -5.242 -0.670 -0.231
C: -1.125 1.462 4.129
C: -0.629 2.726 3.819
C: -1.028 3.833 4.561
C: -1.921 3.661 5.618
C: -2.427 2.398 5.928
C: -2.024 1.298 5.178
N: -2.325 4.819 6.419
O: -1.875 5.915 6.106
O: -3.085 4.627 7.359
H: -0.807 0.598 3.550
H: 0.071 2.847 2.998
H: -0.634 4.812 4.309
H: -3.126 2.256 6.745
H: -2.409 0.310 5.411
C: -3.291 3.641 -3.014
C: -3.965 2.507 -2.570
C: -3.425 1.244 -2.792
C: -2.205 1.130 -3.456
C: -1.529 2.262 -3.909
C: -2.078 3.520 -3.685
N: -1.618 -0.195 -3.669
O: -2.247 -1.167 -3.275
O: -0.529 -0.255 -4.227
H: -3.713 4.626 -2.834
H: -4.911 2.608 -2.048
H: -3.961 0.368 -2.440
H: -0.581 2.181 -4.431
H: -1.559 4.408 -4.032
C: 5.766 -7.135 3.428
C: 5.987 -6.331 2.313
C: 4.930 -6.005 1.469
C: 3.654 -6.487 1.754
C: 3.428 -7.299 2.864
C: 4.491 -7.622 3.701
N: 2.533 -6.126 0.883
O: 2.771 -5.427 -0.092
O: 1.423 -6.540 1.183
H: 6.593 -7.383 4.087
H: 6.983 -5.956 2.104
H: 5.115 -5.378 0.604
H: 2.439 -7.682 3.091
H: 4.326 -8.250 4.570
C: 3.816 4.285 -5.860
C: 4.184 4.980 -4.712
C: 3.264 5.805 -4.073
C: 1.975 5.922 -4.590
C: 1.603 5.234 -5.744
C: 2.531 4.413 -6.378
N: 0.995 6.769 -3.906
O: 1.362 7.372 -2.908
O: -0.136 6.821 -4.370
H: 4.535 3.637 -6.353
H: 5.188 4.877 -4.313
H: 3.563 6.342 -3.179
H: 0.604 5.323 -6.156
H: 2.251 3.871 -7.275



The following is a DFT calculation (ωB97M-V/def2-TZVPD) of a molecular structure, C27H28BrCrI3N6O2.

Its net charge is 0. As for the relative energy (zero: lowest compared OMol25 entry of this formula, charge and spin): 0.0 kcal per mole. For the HOMO-LUMO gap (alpha / beta), the calculation gives 6.04 / 6.49 eV. Its spin multiplicity is 5. The molar mass is 981.2 Da.

Atoms and positions in Å:
Cr: -0.564 -0.534 0.324
C: 0.333 2.103 0.934
C: -0.771 1.420 1.537
C: -1.851 1.470 0.566
C: -1.352 2.076 -0.599
C: -0.013 2.475 -0.361
C: 0.889 3.122 -1.362
C: -2.086 2.281 -1.887
C: -3.298 1.341 0.942
C: -0.975 1.350 3.031
C: 1.670 2.307 1.573
H: 1.449 2.393 -1.954
H: 1.613 3.777 -0.873
H: 0.326 3.735 -2.066
H: -3.037 1.744 -1.898
H: -1.500 1.935 -2.741
H: -2.321 3.335 -2.066
H: -3.469 0.595 1.719
H: -3.936 1.075 0.096
H: -3.676 2.293 1.328
H: -1.963 0.967 3.285
H: -0.891 2.343 3.483
H: -0.258 0.704 3.546
H: 2.434 1.631 1.168
H: 1.626 2.163 2.656
H: 2.047 3.319 1.410
Br: 5.643 -0.404 -5.133
C: 4.864 -0.718 -3.440
C: 5.606 -1.361 -2.458
N: 5.128 -1.616 -1.247
C: 3.886 -1.224 -0.982
C: 3.068 -0.579 -1.904
C: 3.567 -0.326 -3.174
C: 1.640 -0.234 -1.557
O: 0.824 -0.032 -2.472
O: 1.383 -0.201 -0.320
H: 6.620 -1.679 -2.668
H: 3.502 -1.434 0.009
H: 2.949 0.160 -3.915
I: 3.673 -4.336 4.122
C: 2.564 -2.940 3.113
C: 2.752 -1.575 3.085
N: 1.785 -1.077 2.300
N: 0.987 -2.027 1.798
C: 1.450 -3.165 2.291
H: 3.489 -0.945 3.549
H: 1.692 -0.129 1.957
H: 0.978 -4.104 2.063
I: -2.027 -2.255 3.558
C: -2.790 -2.449 1.638
C: -3.735 -3.445 1.408
C: -4.368 -3.482 0.180
C: -4.075 -2.510 -0.771
C: -3.105 -1.580 -0.464
N: -2.441 -1.571 0.705
H: -3.966 -4.155 2.188
H: -5.100 -4.251 -0.026
H: -4.571 -2.473 -1.728
H: -2.813 -0.812 -1.172
I: -0.372 -6.514 -1.945
C: -0.377 -4.467 -1.870
C: -0.384 -3.580 -2.926
N: -0.412 -2.347 -2.400
N: -0.381 -2.379 -1.061
C: -0.369 -3.659 -0.726
H: -0.365 -3.738 -3.989
H: -0.175 -1.447 -2.833
H: -0.379 -3.954 0.308



The following is a DFT calculation (ωB97M-V/def2-TZVPD) of a molecular structure, C27H28BrNO3P2Pb.

Its net charge is +2. As for the relative energy (zero: lowest compared OMol25 entry of this formula, charge and spin): 25.8 kcal per mole. For the HOMO-LUMO gap (alpha / beta), the calculation gives 5.07 / 5.72 eV. The molar mass is 763.6 Da.

Atoms and positions in Å:
C: 0.282 -4.728 1.253
C: 0.352 -3.879 0.157
C: -0.836 -3.157 -0.212
C: -1.790 -2.873 0.797
C: -1.762 -3.627 1.977
C: -0.780 -4.602 2.163
C: -2.650 -1.654 0.654
C: -2.730 -1.166 -0.764
C: -1.761 -1.604 -1.702
C: -1.521 -0.805 -2.867
C: -2.527 0.048 -3.300
C: -3.574 0.381 -2.426
C: -3.619 -0.155 -1.142
H: 1.100 -5.429 1.431
H: -2.518 -3.438 2.740
H: -0.814 -5.247 3.043
H: -3.655 -1.836 1.057
H: -2.438 0.518 -4.281
H: -4.340 1.094 -2.742
H: -4.336 0.212 -0.403
N: -0.910 -2.634 -1.460
Pb: -0.618 0.526 2.412
C: 1.614 -3.519 -0.574
H: 1.458 -3.573 -1.658
H: 2.455 -4.146 -0.261
C: -0.120 -0.837 -3.408
H: 0.199 -1.875 -3.568
H: -0.016 -0.249 -4.325
P: 2.057 -1.722 -0.181
P: 1.068 -0.141 -2.118
C: 0.367 1.530 -1.864
H: 1.168 2.216 -1.563
H: -0.074 1.884 -2.806
H: -0.407 1.536 -1.090
C: 2.470 0.335 -3.183
H: 2.086 0.838 -4.081
H: 3.118 1.024 -2.628
H: 3.040 -0.556 -3.469
C: 2.348 -1.909 1.624
H: 3.176 -2.617 1.778
H: 2.615 -0.937 2.060
H: 1.462 -2.304 2.136
C: 3.810 -1.703 -0.701
H: 4.228 -0.713 -0.478
H: 4.351 -2.467 -0.125
H: 3.899 -1.910 -1.774
C: 1.538 1.142 1.133
O: 2.266 1.994 0.886
H: -2.183 -0.772 1.334
Br: -1.675 2.521 4.289
C: -0.708 3.916 3.231
C: 0.321 4.637 3.823
C: 0.901 5.699 3.111
C: 0.436 6.007 1.827
C: -0.537 5.218 1.214
C: -1.075 4.129 1.913
C: -1.985 3.121 1.254
O: -3.162 3.336 1.035
O: -1.366 1.971 0.941
H: 0.675 4.364 4.813
H: 1.703 6.286 3.562
H: 0.839 6.868 1.292
H: -0.915 5.432 0.213



The following is a DFT calculation (ωB97M-V/def2-TZVPD) of a molecular structure, C27H28CaN6O8S2.

Its net charge is -2. As for the relative energy (zero: lowest compared OMol25 entry of this formula, charge and spin): 14.2 kcal per mole. For the HOMO-LUMO gap, the calculation gives 4.20 eV. The molar mass is 668.8 Da.

Atoms and positions in Å:
Ca: 0.543 0.399 -0.120
N: -1.850 0.396 -0.131
C: -2.923 -0.529 -0.512
C: -4.261 0.217 -0.637
C: -5.432 -0.421 -1.395
C: -5.906 -1.813 -0.950
N: -5.788 -2.102 0.469
C: -4.734 -2.855 0.945
N: -3.972 -3.506 0.105
N: -4.617 -2.894 2.300
C: -2.586 -1.241 -1.806
O: -2.821 -2.546 -1.848
O: -2.130 -0.650 -2.774
H: -2.081 0.709 0.835
H: -1.883 1.230 -0.724
H: -2.969 -1.256 0.297
H: -4.048 1.163 -1.147
H: -4.553 0.466 0.385
H: -5.191 -0.484 -2.463
H: -6.269 0.278 -1.302
H: -5.345 -2.583 -1.462
H: -6.948 -1.929 -1.250
H: -6.124 -1.405 1.113
H: -3.204 -2.918 -0.975
H: -3.239 -3.966 0.635
H: -4.841 -2.003 2.743
H: -3.653 -3.124 2.579
O: 1.648 4.060 1.100
C: 1.359 3.024 0.521
O: 0.178 2.462 0.375
C: 2.456 2.156 -0.170
O: 3.053 2.579 -1.167
O: 2.521 0.946 0.338
O: -0.520 3.585 -7.038
C: 0.127 2.405 -7.079
O: 0.515 2.000 -8.128
C: 0.307 1.671 -5.777
C: 0.779 0.371 -5.838
C: 0.978 -0.365 -4.683
C: 0.718 0.190 -3.442
C: 0.263 1.495 -3.380
C: 0.055 2.226 -4.536
N: 0.912 -0.488 -2.179
C: 1.413 -1.627 -2.116
C: 1.671 -2.320 -0.816
C: 2.330 -3.520 -0.809
C: 2.614 -4.131 0.416
C: 2.224 -3.512 1.571
C: 1.543 -2.297 1.480
N: 1.265 -1.730 0.310
H: -0.815 3.767 -6.139
H: 0.983 -0.057 -6.811
H: 1.330 -1.387 -4.770
H: 0.089 1.966 -2.416
H: -0.286 3.249 -4.422
H: 1.713 -2.167 -3.012
H: 2.632 -3.967 -1.748
H: 3.133 -5.081 0.449
H: 2.415 -3.948 2.541
H: 1.203 -1.783 2.367
S: -3.616 0.075 2.841
C: -2.463 -0.491 4.076
C: -2.454 0.174 5.327
C: -1.654 -0.206 6.400
C: -0.810 -1.301 6.258
C: -0.781 -1.970 5.038
C: -1.569 -1.599 3.923
S: -1.414 -2.567 2.437
H: -3.125 1.020 5.429
H: -1.696 0.344 7.338
H: -0.183 -1.632 7.083
H: -0.129 -2.831 4.914



The following is a DFT calculation (ωB97M-V/def2-TZVPD) of a molecular structure, C27H28ClIN5O3P.

Its net charge is 0. For the HOMO-LUMO gap, the calculation gives 9.32 eV. The molar mass is 663.9 Da.

Atoms and positions in Å:
O: -2.171 -5.046 5.131
C: -2.236 -6.075 4.528
O: -3.342 -6.402 3.763
C: -4.315 -7.047 4.552
I: -4.214 -9.184 4.235
P: -6.106 -6.552 4.196
O: -6.544 -6.172 5.731
Cl: -6.010 -4.701 3.314
H: -1.439 -6.809 4.527
H: -4.081 -6.907 5.597
H: -6.546 -6.998 6.219
N: -2.815 -3.115 1.116
C: -2.701 -1.920 0.543
C: -2.159 -0.809 1.174
C: -1.713 -0.953 2.476
C: -1.820 -2.190 3.089
C: -2.375 -3.234 2.367
H: -3.070 -1.857 -0.475
H: -2.092 0.141 0.661
H: -1.288 -0.112 3.009
H: -1.484 -2.343 4.105
H: -2.483 -4.212 2.807
N: 1.424 0.211 -1.783
C: 1.548 0.714 -3.009
C: 0.505 0.804 -3.917
C: -0.740 0.339 -3.529
C: -0.889 -0.191 -2.257
C: 0.220 -0.231 -1.426
H: 2.540 1.064 -3.275
H: 0.675 1.227 -4.896
H: -1.582 0.389 -4.207
H: -1.844 -0.565 -1.917
H: 0.150 -0.633 -0.422
N: 2.611 2.270 -6.112
C: 3.450 3.198 -5.659
C: 4.482 3.736 -6.411
C: 4.654 3.282 -7.708
C: 3.790 2.315 -8.197
C: 2.789 1.846 -7.361
H: 3.285 3.525 -4.639
H: 5.126 4.484 -5.986
H: 5.448 3.675 -8.329
H: 3.888 1.932 -9.203
H: 2.090 1.091 -7.705
N: -5.124 1.385 6.725
C: -4.709 1.112 5.491
C: -4.428 -0.169 5.038
C: -4.584 -1.226 5.919
C: -5.014 -0.960 7.207
C: -5.270 0.358 7.557
H: -4.598 1.968 4.834
H: -4.096 -0.334 4.023
H: -4.375 -2.241 5.603
H: -5.149 -1.754 7.928
H: -5.611 0.610 8.555
N: 5.907 5.417 -3.839
C: 5.966 5.553 -2.517
C: 7.146 5.537 -1.789
C: 8.337 5.367 -2.472
C: 8.299 5.221 -3.848
C: 7.065 5.254 -4.478
H: 5.012 5.684 -2.019
H: 7.128 5.654 -0.715
H: 9.280 5.347 -1.942
H: 9.204 5.084 -4.423
H: 6.998 5.145 -5.554



Question: molar mass of number 1 (C27H27N2O4PPtSSe2)?
Answer: 859.6 Da



Question: Among the records above, which one has the lowest net charge?
Answer: C27H28CaN6O8S2



Question: Which of these has the highest molar mass?
Answer: C27H28BrCrI3N6O2



Question: molar mass of number 4 (C27H28BrCrI3N6O2)?
Answer: 981.2 Da